1.
Formula: C7H12N2O
Source: the OMol25 dataset
Level of theory: wB97M-V/def2-TZVPD

Each line ends with the Mulliken charge.
Geometry (Å):
C: -1.74366 1.64645 -0.81969  -0.061
C: 2.62347 0.10386 1.00892  -0.542
C: 2.36702 -0.66623 -0.25048  -0.627
C: 0.17192 0.91948 0.38057  -0.096
C: -2.53804 1.49735 0.27998  0.106
C: 1.62417 0.69232 0.01753  -0.352
C: -2.67446 -1.40008 -0.75008  -0.500
N: -0.47014 1.55210 -0.84505  -0.431
N: -2.86506 0.54172 0.93707  0.043
O: -2.78809 -0.99093 0.52536  -0.423
H: -2.34035 2.16928 -1.71048  0.220
H: 2.23823 -0.50675 1.83136  0.252
H: 3.55620 0.60882 1.07207  0.303
H: 3.07304 -0.88402 -1.02513  0.280
H: 1.88615 -1.69512 -0.20684  0.180
H: -0.25390 -0.08067 0.74274  0.186
H: 0.28440 1.68288 1.22030  0.204
H: 1.97870 1.44901 -0.72583  0.364
H: -1.60023 -1.18515 -1.09149  0.223
H: -3.55434 -0.99989 -1.34675  0.223
H: -2.80942 -2.44841 -0.67667  0.263
H: -3.27222 0.38806 1.81801  0.185

Computed properties:
Energy relative to the best compared isomer or geometry (same formula, charge and spin), kJ/mol: 696.2
Multiplicity: 1
Strongest force on any atom, hartree/bohr: 0.085
Kohn-Sham gap, Eh: 0.3429

2.
Formula: C2H3CdO
Source: the OMol25 dataset
Level of theory: wB97M-V/def2-TZVPD

Each line ends with the Mulliken charge.
Geometry (Å):
C: 0.53553 -0.36189 0.51744  -0.397
C: 0.56963 0.72018 -0.30831  -0.508
O: -2.73757 -0.41441 -0.12269  -0.598
Cd: -1.29326 -1.32224 0.74435  0.582
H: 1.51001 -0.86688 0.62286  0.454
H: 1.22109 1.58629 -0.11451  0.231
H: 0.19457 0.65895 -1.33913  0.237

Computed properties:
Energy relative to the best compared isomer or geometry (same formula, charge and spin), kJ/mol: 417.9
Multiplicity: 2
Strongest force on any atom, hartree/bohr: 0.052
Kohn-Sham gap (alpha / beta), Eh: 0.2625 / 0.2493

3.
Formula: C5H6O2
Source: the OMol25 dataset
Level of theory: wB97M-V/def2-TZVPD

Each line ends with the Mulliken charge.
Geometry (Å):
C: 1.06148 0.29629 1.54348  -0.428
O: 0.97287 -0.91402 1.10335  -0.232
C: 0.03025 -1.45059 0.35183  -0.504
C: -0.77352 -0.62878 -0.56404  0.164
O: -1.46191 0.54237 0.06097  -0.432
C: -0.69707 1.32599 -0.78043  -0.437
C: -0.04044 0.37584 -1.43972  -0.219
H: 1.93752 0.49964 2.14161  0.299
H: 0.22548 0.97096 1.44971  0.317
H: 0.25553 -2.47967 0.10712  0.357
H: -1.50933 -1.25236 -1.07561  0.385
H: -0.73836 2.40647 -0.71433  0.373
H: 0.73751 0.30784 -2.18394  0.358

Computed properties:
Energy relative to the best compared isomer or geometry (same formula, charge and spin), kJ/mol: 531.4
Multiplicity: 1
Strongest force on any atom, hartree/bohr: 0.019
Kohn-Sham gap (alpha / beta), Eh: 0.2889 / 0.3063

4.
Formula: C21H26BCl5DyF4N5O2
Source: the OMol25 dataset
Level of theory: wB97M-V/def2-TZVPD

Each line ends with the Mulliken charge.
Geometry (Å):
Dy: 0.04974 0.45882 1.28248  0.913
C: -3.35331 1.56358 2.24230  -1.151
N: -2.74895 0.52731 1.38403  1.059
C: -3.28164 -0.77676 1.76062  -1.142
C: -2.91736 0.75799 -0.03752  -0.161
C: -3.69910 1.75495 -0.63830  -0.396
C: -3.62364 2.11644 -1.96933  -0.965
C: -2.73786 1.37782 -2.73816  -0.740
C: -2.00810 0.31202 -2.28152  -1.639
C: -2.03526 -0.06903 -0.90939  1.100
N: -1.13767 -0.91038 -0.29041  0.767
C: -0.41924 -1.80407 -1.01045  0.770
C: -0.84153 -2.37361 -2.24347  -1.588
C: -0.12269 -3.37343 -2.87805  -0.878
C: 1.09457 -3.79018 -2.43074  -0.767
C: 1.55125 -3.26094 -1.25688  -0.326
C: 0.81380 -2.36276 -0.50724  -0.302
N: 1.05569 -1.98800 0.88092  1.398
C: 0.20393 -2.84323 1.72582  -1.209
C: 2.47893 -2.09834 1.29989  -1.547
H: -4.43609 1.67734 2.10404  0.369
H: -3.22728 1.29432 3.32882  0.186
H: -2.89290 2.55254 2.00467  0.298
H: -4.34186 -0.85400 1.78739  0.430
H: -2.95126 -1.01324 2.83951  0.220
H: -3.03073 -1.61470 1.08874  0.255
H: -4.24229 2.39421 -0.02442  0.509
H: -4.20854 2.96996 -2.38858  0.457
H: -2.63762 1.63734 -3.80979  0.330
H: -1.40514 -0.11236 -3.02124  0.661
H: -1.82034 -2.13739 -2.54837  0.759
H: -0.51518 -3.75603 -3.82467  0.349
H: 1.65159 -4.55175 -2.99095  0.399
H: 2.48481 -3.66241 -0.86011  0.443
H: 0.27755 -3.90550 1.51276  0.366
H: -0.88746 -2.55408 1.66199  0.030
H: 0.48359 -2.70171 2.75119  0.624
H: 2.76212 -3.13818 1.52669  0.344
H: 2.70272 -1.51047 2.17292  0.198
H: 2.99599 -1.66567 0.47934  0.619
N: 1.12519 0.99160 -0.96318  -0.183
C: 2.34913 1.79959 -0.72050  -0.078
C: 2.92024 1.62637 0.71245  0.566
O: 3.99117 2.07548 1.01686  -0.683
O: 2.14321 0.92830 1.53820  -0.537
H: 1.38519 0.02540 -1.16169  0.167
H: 0.59684 1.41966 -1.76692  0.228
H: 2.23654 2.88490 -0.89499  0.106
H: 3.20774 1.43184 -1.28139  0.124
Cl: 0.51386 5.35262 -2.03982  -0.113
C: -0.58375 5.28322 -0.60305  0.650
Cl: -0.06430 6.56078 0.51147  -0.072
Cl: -2.28014 5.29734 -1.01878  -0.042
C: -0.45423 3.90980 0.01073  -0.195
N: -0.54842 2.88285 0.50800  -0.102
Cl: 6.68840 -1.15158 -0.39232  -0.115
C: 6.12111 -1.33384 -2.04618  -0.176
Cl: 5.53235 0.22570 -2.80071  -0.183
H: 5.21260 -1.94425 -2.15694  0.107
H: 6.84847 -1.63812 -2.76553  0.359
F: -1.68955 0.21249 4.79528  -0.368
B: -0.42024 0.14434 4.31719  0.324
F: -0.24432 1.36541 3.54784  -0.468
F: 0.58496 -0.05820 5.21696  -0.343
F: -0.25527 -0.85815 3.26250  -0.018

Computed properties:
Energy relative to the best compared isomer or geometry (same formula, charge and spin), kJ/mol: 60.2
Multiplicity: 6
Strongest force on any atom, hartree/bohr: 0.054
Kohn-Sham gap (alpha / beta), Eh: 0.2434 / 0.2432

Copy entry 2 word for word.
Formula: C2H3CdO
Source: the OMol25 dataset
Level of theory: wB97M-V/def2-TZVPD

Each line ends with the Mulliken charge.
Geometry (Å):
C: 0.53553 -0.36189 0.51744  -0.397
C: 0.56963 0.72018 -0.30831  -0.508
O: -2.73757 -0.41441 -0.12269  -0.598
Cd: -1.29326 -1.32224 0.74435  0.582
H: 1.51001 -0.86688 0.62286  0.454
H: 1.22109 1.58629 -0.11451  0.231
H: 0.19457 0.65895 -1.33913  0.237

Computed properties:
Energy relative to the best compared isomer or geometry (same formula, charge and spin), kJ/mol: 417.9
Multiplicity: 2
Strongest force on any atom, hartree/bohr: 0.052
Kohn-Sham gap (alpha / beta), Eh: 0.2625 / 0.2493